Version a
C4H13N2O2 | the ωB97M-V functional and the def2-TZVPD basis

Properties
Multiplicity: 1
Total charge: -1

Geometry as XYZ:
```
21
C4H13N2O2 (the ωB97M-V functional and the def2-TZVPD basis)
C -0.1842 0.0172 0.7006
N 0.7958 -0.4164 -0.2515
C 1.4383 -1.6971 0.0406
O 0.6270 -2.8034 -0.0472
C -0.5977 1.4621 0.4701
N -1.3017 1.6818 -0.8235
C -0.4818 2.2203 -1.8843
H -1.1175 -0.5543 0.7920
H 0.2823 0.0190 1.6815
H 0.3960 -0.4739 -1.1863
H 2.2755 -1.7895 -0.6825
H 1.9021 -1.6002 1.0513
H -1.2797 1.8123 1.2571
H 0.2717 2.1342 0.4500
H -1.7531 0.8293 -1.1276
H -1.0972 2.2811 -2.7810
H -0.1148 3.2021 -1.6139
H 0.4117 1.6249 -2.1057
H -0.1150 -2.8277 1.2149
H 0.1758 -2.3368 2.6591
O -0.5336 -2.7850 2.1864
```

---

Version b
C4H13N2O2 | the ωB97M-V functional and the def2-TZVPD basis

Properties
Multiplicity: 1
Total charge: -1

Geometry as XYZ:
```
21
C4H13N2O2 (the ωB97M-V functional and the def2-TZVPD basis)
C -0.5824 1.4292 1.5343
N 0.8626 1.5118 1.8029
C -1.0220 0.4316 0.4282
C -2.4302 0.8356 -0.0316
N -0.0017 0.3443 -0.5875
C 0.8966 -0.9367 -0.5297
O 0.9066 -1.5459 -1.7163
H -0.8975 2.4564 1.3165
H -1.0490 1.1178 2.4788
H 1.2147 0.5780 2.0165
H 1.2620 1.6701 0.8757
H -1.1544 -0.5300 0.9254
H -3.1445 0.5824 0.7452
H -2.7289 0.3163 -0.9372
H -2.4652 1.8935 -0.1530
H -0.2988 0.3192 -1.5543
H 1.8712 -0.4748 -0.2694
H 0.4907 -1.5764 0.2768
H 2.6903 -3.5590 -2.3203
H 2.3938 -2.1161 -2.1154
O 3.1862 -2.7475 -2.1859
```

---

Which of them is the most stable? Correct choice: version b.

---

Version a
C4H13N2O2 | the ωB97M-V functional and the def2-TZVPD basis

Properties
Multiplicity: 1
Total charge: -1

Geometry as XYZ:
```
21
C4H13N2O2 (the ωB97M-V functional and the def2-TZVPD basis)
N 1.7667 -1.2910 -1.5472
C 1.8266 -2.0073 -0.2526
C 0.6763 -1.4509 0.6682
N 0.4928 -0.0639 0.7269
C -0.6583 0.4462 1.5681
C -1.7784 0.8495 0.5838
O -1.1348 1.6136 -0.3302
H 1.7987 -0.3421 -1.2552
H 0.9508 -1.4267 -2.0006
H 1.5522 -3.2589 -0.4125
H 2.9207 -1.6903 0.0940
H 0.9298 -1.7633 1.7291
H -0.3325 -1.9958 0.6557
H 0.2126 0.4010 -0.2295
H -0.4041 1.3965 2.0369
H -0.7886 -0.5131 2.2880
H -2.3612 0.0086 0.3593
H -2.2638 1.5132 1.2069
H -0.6175 2.7266 -2.3002
H -1.5529 3.4096 -1.3002
O -1.2350 3.4384 -2.2889
```

---

Version b
C4H13N2O2 | the ωB97M-V functional and the def2-TZVPD basis

Properties
Multiplicity: 1
Total charge: -1

Geometry as XYZ:
```
21
C4H13N2O2 (the ωB97M-V functional and the def2-TZVPD basis)
C -0.1253 -1.1801 -0.1215
N 0.7944 -0.3687 0.6400
C 2.1703 -1.0448 0.4121
O 2.8694 -0.5075 -0.5389
C -1.5817 -0.7761 -0.1250
N -1.8528 0.5646 -0.7066
C -2.7710 1.4282 0.0993
H 0.2384 -1.3451 -1.2039
H -0.2907 -2.2853 0.1605
H 0.7143 0.5419 0.2583
H 2.6933 -1.1525 1.4016
H 1.9366 -2.2194 0.1110
H -2.0822 -1.6543 -0.8519
H -2.0869 -1.0024 0.8138
H -0.9367 1.1463 -0.8783
H -3.2849 0.8262 0.9170
H -2.2845 2.2978 0.5071
H -3.6322 1.9816 -0.4762
H 3.3004 0.8312 -0.3902
H 2.6979 2.0260 0.1484
O 3.5138 1.8923 -0.1768
```

---

Version c
C4H13N2O2 | the ωB97M-V functional and the def2-TZVPD basis

Properties
Multiplicity: 1
Total charge: -1

Geometry as XYZ:
```
21
C4H13N2O2 (the ωB97M-V functional and the def2-TZVPD basis)
N 2.5648 -0.6904 -1.4533
C 2.1628 0.6835 -1.1218
C 1.5354 0.8035 0.2875
N 0.2361 0.1608 0.2818
C -0.6570 0.2701 1.4652
C -1.5821 -1.0306 1.5405
O -2.4760 -0.9343 2.4971
H 1.7819 -1.3337 -1.4951
H 3.2556 -0.9795 -0.7737
H 3.0416 1.3034 -1.2846
H 1.4014 1.0079 -1.8391
H 1.3809 1.8132 0.6753
H 2.3099 0.3278 0.9176
H 0.3370 -0.8011 -0.0314
H -1.4360 0.9768 1.1374
H -0.1309 0.6567 2.3444
H -1.9837 -1.0584 0.4644
H -0.9260 -1.9635 1.5140
H -2.4026 1.3519 -2.6428
H -1.1677 0.8735 -1.9778
O -1.7902 0.6327 -2.6718
```

---

Which of them is the most stable? Correct choice: version c.

---

Version a
C4H13N2O2 | the ωB97M-V functional and the def2-TZVPD basis

Properties
Multiplicity: 1
Total charge: -1

Geometry as XYZ:
```
21
C4H13N2O2 (the ωB97M-V functional and the def2-TZVPD basis)
C -0.2901 0.0410 0.6260
N 0.9564 -0.2882 -0.0528
C 1.3725 -1.7155 0.0841
O 0.3967 -2.6317 -0.0683
C -0.6768 1.4994 0.4199
N -1.3049 1.7825 -0.8835
C -0.3914 2.3961 -1.8633
H -1.0934 -0.6707 0.4212
H -0.0979 -0.1491 1.6933
H 1.0142 0.0919 -0.9779
H 2.1620 -1.7998 -0.6932
H 1.8393 -1.7569 1.0924
H -1.3988 1.7706 1.1999
H 0.2042 2.1163 0.5972
H -1.6475 0.8966 -1.2347
H -0.8276 2.3715 -2.8619
H -0.2906 3.4363 -1.5490
H 0.5773 1.8921 -1.9114
H -0.1748 -2.9334 1.1381
H 0.2303 -3.3153 2.6547
O -0.5591 -3.0338 2.1696
```

---

Version b
C4H13N2O2 | the ωB97M-V functional and the def2-TZVPD basis

Properties
Multiplicity: 1
Total charge: -1

Geometry as XYZ:
```
21
C4H13N2O2 (the ωB97M-V functional and the def2-TZVPD basis)
C -0.4442 -1.8164 0.8533
N -1.7214 -2.4196 1.3658
C -0.4307 -0.3283 0.7720
C 0.6728 0.0583 1.7139
N -0.2390 0.0571 -0.6738
C -0.3026 1.4981 -0.9177
O 0.8242 1.9257 -1.4598
H -0.3776 -2.3025 -0.1959
H 0.2549 -2.4624 1.4898
H -1.9716 -2.0909 2.3266
H -2.5509 -2.4390 0.8394
H -1.4266 0.2233 1.0307
H 0.6880 1.1322 1.7906
H 1.6320 -0.4576 1.4179
H 0.5301 -0.3617 2.6700
H 0.5784 -0.3950 -1.0630
H -1.1899 1.8013 -1.5733
H -0.4589 2.0846 -0.0325
H 1.3125 2.1691 -2.9694
H 2.7652 2.1485 -3.5911
O 1.8552 1.9751 -3.7934
```

---

Which of them is the most stable? Correct choice: version a.

---

Version a
C4H8 | the ωB97M-V functional and the def2-TZVPD basis

Properties
Multiplicity: 1
Total charge: 0
SMILES string: C=C(C)C

Geometry as XYZ:
```
12
C4H8 (the ωB97M-V functional and the def2-TZVPD basis)
C 0.6179 -0.8082 1.2427
C 0.2753 -0.2536 0.0880
C 1.0823 0.4072 -0.8685
C -1.5194 -0.0456 -0.3475
H -0.0350 -1.1708 2.0194
H 1.6091 -0.6183 1.3801
H 2.0412 -0.1524 -1.0714
H 0.7079 0.4706 -1.8706
H 1.4131 1.4410 -0.6516
H -1.3980 0.1125 -1.3913
H -1.9932 -0.9566 -0.1066
H -1.9582 0.6967 0.2807
```

---

Version b
C4H8 | the ωB97M-V functional and the def2-TZVPD basis

Properties
Multiplicity: 1
Total charge: 0
SMILES string: C=C(C)C

Geometry as XYZ:
```
12
C4H8 (the ωB97M-V functional and the def2-TZVPD basis)
C 0.1601 1.5746 0.0821
C 0.0568 0.2302 -0.0287
C 0.5741 -0.6901 1.0495
C -0.6472 -0.4269 -1.1950
H -0.2450 2.1809 -0.7082
H 0.6534 2.0215 1.0170
H -0.1630 -1.4897 1.4221
H 0.7698 -0.3033 2.0212
H 1.5323 -1.0990 0.7267
H -0.9103 0.1062 -2.0713
H -1.6301 -0.7637 -0.8335
H -0.1510 -1.3409 -1.4817
```

---

Which of them is the most stable? Correct choice: version b.

---

Version a
C4H8 | the ωB97M-V functional and the def2-TZVPD basis

Properties
Multiplicity: 1
Total charge: 0
SMILES string: CC1CC1

Geometry as XYZ:
```
12
C4H8 (the ωB97M-V functional and the def2-TZVPD basis)
C 1.3626 -0.3545 -0.3842
C 0.0479 -0.2055 0.6647
C -1.2506 -0.3898 -0.0539
C -0.8172 0.9932 0.4078
H 2.3734 -0.0906 0.0235
H 1.1149 0.3292 -1.1768
H 1.4436 -1.4000 -0.7327
H 0.8496 -0.6233 1.2107
H -2.1783 -0.8074 0.3474
H -1.0957 -0.6300 -1.1029
H -1.4521 1.5134 1.1329
H -0.3982 1.6654 -0.3365
```

---

Version b
C4H8 | the ωB97M-V functional and the def2-TZVPD basis

Properties
Multiplicity: 1
Total charge: 0
SMILES string: C=C.C=C

Geometry as XYZ:
```
12
C4H8 (the ωB97M-V functional and the def2-TZVPD basis)
C 2.6041 1.6139 1.0013
C 1.6989 1.4282 0.0474
H 3.4534 2.2915 0.8862
H 2.7904 0.8741 1.7946
H 1.2388 2.2007 -0.5923
H 0.9600 0.6796 0.2093
C -2.3987 -1.0341 -0.8375
C -1.7957 -2.1119 -0.3472
H -2.7068 -0.1531 -0.2405
H -2.8137 -0.8113 -1.8156
H -1.7249 -2.0311 0.7247
H -1.3059 -2.9464 -0.8304
```

---

Which of them is the most stable? Correct choice: version b.

---

Version a
C4H8 | the ωB97M-V functional and the def2-TZVPD basis

Properties
Multiplicity: 1
Total charge: 0
SMILES string: C=C.C=C

Geometry as XYZ:
```
12
C4H8 (the ωB97M-V functional and the def2-TZVPD basis)
C -0.7823 -2.5074 0.8386
C -0.2084 -1.4617 0.2346
H -0.1737 -3.3873 1.0765
H -1.8689 -2.5935 0.9530
H 0.8699 -1.4983 0.0420
H -0.7455 -0.5487 -0.0469
C 0.1809 1.7195 -1.0622
C 0.7620 2.3230 0.0168
H -0.9064 1.6582 -1.1864
H 0.8064 1.1565 -1.7644
H 0.2133 2.8723 0.7905
H 1.8527 2.2675 0.1080
```

---

Version b
C4H8 | the ωB97M-V functional and the def2-TZVPD basis

Properties
Multiplicity: 1
Total charge: 0
SMILES string: C/C=C/C

Geometry as XYZ:
```
12
C4H8 (the ωB97M-V functional and the def2-TZVPD basis)
C -0.6608 -0.8753 -1.6854
C 0.1944 -0.2787 -0.6070
C -0.2503 0.2538 0.6015
C 0.7229 0.8151 1.5860
H -0.0235 -1.5079 -2.3270
H -1.1169 -0.0841 -2.2820
H -1.4522 -1.4988 -1.2412
H 1.2680 -0.3336 -0.7565
H -1.3155 0.2941 0.8215
H 0.2190 1.5798 2.2192
H 1.5534 1.2944 1.0520
H 1.0175 0.0294 2.3018
```

---

Version c
C4H8 | the ωB97M-V functional and the def2-TZVPD basis

Properties
Multiplicity: 1
Total charge: 0
SMILES string: C/C=C/C

Geometry as XYZ:
```
12
C4H8 (the ωB97M-V functional and the def2-TZVPD basis)
C 0.4556 -1.4573 -1.2062
C 0.5340 -0.4077 -0.1124
C -0.4930 0.3965 0.1071
C -0.4793 1.4673 1.1753
H -0.2389 -2.2688 -0.9533
H 0.0300 -1.0570 -2.1220
H 1.4122 -1.9528 -1.3548
H 1.3453 -0.3834 0.6062
H -1.4689 0.2428 -0.3461
H -0.0516 2.4387 0.9318
H -0.0568 1.0271 2.0804
H -1.5066 1.7421 1.4507
```

---

Version d
C4H8 | the ωB97M-V functional and the def2-TZVPD basis

Properties
Multiplicity: 1
Total charge: 0
SMILES string: C=CCC

Geometry as XYZ:
```
12
C4H8 (the ωB97M-V functional and the def2-TZVPD basis)
C -1.2844 -1.3130 -0.8831
C -0.4263 -0.8309 0.0711
C -0.1496 0.6080 0.0890
C 1.2932 0.9680 0.3803
H -1.7303 -0.6890 -1.6175
H -1.6322 -2.2360 -0.6322
H 0.1996 -1.4559 0.7929
H -0.5207 0.7502 0.9704
H -0.8060 0.9909 -0.7600
H 1.7824 0.8247 -0.4488
H 1.7681 0.4091 1.1275
H 1.5062 1.9737 0.9104
```

---

Which of them is the most stable? Correct choice: version b.